# 1
C6H11NS | ωB97M-V with the def2-TZVPD basis set

Geometry as XYZ:
```
19
Properties=species:S:1:pos:R:3
C -1.136 -0.951 -1.235
C -0.066 -0.362 -0.351
C 0.019 -1.194 0.994
C 0.309 -0.132 2.015
C 0.167 1.086 1.526
C -0.394 1.057 0.131
H -2.046 -0.953 -0.632
H -0.939 -2.005 -1.543
H -1.225 -0.502 -2.259
H 1.156 -1.139 -2.224
H 0.780 -1.965 0.948
H -0.945 -1.652 1.222
H 0.685 -0.340 3.009
H 0.442 2.039 2.043
H 0.162 1.753 -0.508
H -2.126 1.587 -0.815
H -1.955 2.325 0.549
N -1.825 1.415 0.160
S 1.587 -0.380 -1.212
```

- SMILES string: C[C@]1(S)CC=C[C@@H]1N
- Energy relative to the best compared isomer or geometry (same formula, charge and spin): 0.549 eV
- HOMO: -9.058 eV
- LUMO: 0.9 eV
- Gap between HOMO and LUMO: 9.9 eV

=====

# 2
C13H19CuF6N4O6S2 | ωB97M-V with the def2-TZVPD basis set

Geometry as XYZ:
```
51
Properties=species:S:1:pos:R:3
Cu -10.850 -22.686 -0.360
C -13.185 -24.307 -3.303
F -12.929 -25.218 -2.373
F -12.375 -24.479 -4.339
F -14.440 -24.432 -3.708
S -12.921 -22.586 -2.567
O -13.583 -21.625 -3.400
O -13.372 -22.724 -1.203
N -11.238 -22.492 -2.484
S -10.770 -21.492 -3.629
O -11.041 -22.012 -4.951
O -11.007 -20.102 -3.345
C -8.898 -21.629 -3.482
F -8.517 -21.790 -2.216
F -8.443 -22.636 -4.212
F -8.326 -20.531 -3.958
C -11.900 -18.318 -0.891
C -10.891 -19.246 -0.260
O -11.277 -20.277 0.288
N -9.618 -18.812 -0.273
C -8.481 -19.526 0.253
H -11.445 -17.454 -1.379
H -12.588 -17.996 -0.113
H -12.430 -18.843 -1.686
H -9.460 -18.013 -0.861
H -8.184 -20.348 -0.395
H -8.684 -19.900 1.252
H -7.634 -18.842 0.321
C -6.751 -23.549 0.325
C -7.914 -23.135 1.207
O -8.934 -22.651 0.714
N -7.794 -23.365 2.503
C -8.812 -22.999 3.467
H -6.845 -23.088 -0.653
H -6.749 -24.633 0.238
H -5.829 -23.174 0.775
H -6.942 -23.764 2.855
H -8.880 -21.913 3.565
H -8.600 -23.427 4.443
H -9.816 -23.313 3.180
N -12.094 -23.770 1.258
C -12.623 -22.873 2.093
C -13.172 -23.213 3.328
C -13.141 -24.533 3.752
C -12.534 -25.447 2.899
C -12.074 -25.046 1.663
H -12.550 -21.841 1.771
H -13.612 -22.403 3.894
H -13.550 -24.796 4.716
H -12.372 -26.472 3.208
H -11.558 -25.750 1.024
```

- Energy relative to the best compared isomer or geometry (same formula, charge and spin): 0.052 eV
- HOMO: -8.492 eV
- LUMO: 0.1 eV
- Gap between HOMO and LUMO: 8.6 eV

=====

# 3
C14H14CuNO7P2S | ωB97M-V with the def2-TZVPD basis set

Geometry as XYZ:
```
40
Properties=species:S:1:pos:R:3
Cu -1.453 -0.719 0.523
O -2.150 -3.135 3.629
P -0.815 -2.433 3.054
O 0.336 -2.679 3.953
O -1.129 -1.029 2.615
O -0.611 -3.323 1.683
P -1.763 -3.792 0.644
O -0.824 -4.577 -0.436
O -2.637 -4.771 1.364
O -2.342 -2.626 -0.087
H -2.514 -3.804 3.018
H -0.464 -5.357 -0.005
C -2.491 0.945 -0.208
C -1.555 1.686 -0.992
C -0.787 2.767 -0.477
C 0.154 3.439 -1.230
C 0.390 3.113 -2.568
C -0.370 2.077 -3.113
C -1.306 1.391 -2.363
H -3.270 0.439 -0.779
H -2.866 1.443 0.685
H -0.933 3.040 0.564
H 0.727 4.233 -0.759
H 1.141 3.630 -3.152
H -0.215 1.785 -4.148
H -1.871 0.582 -2.817
S 2.147 -0.517 -2.244
C 0.707 -1.173 -1.520
N 0.446 -0.793 -0.321
C 1.427 0.086 0.135
C 1.436 0.632 1.418
C 2.457 1.501 1.735
C 3.449 1.825 0.796
C 3.453 1.269 -0.467
C 2.428 0.378 -0.788
H 0.079 -1.874 -2.052
H 0.649 0.347 2.109
H 2.493 1.942 2.723
H 4.231 2.526 1.066
H 4.218 1.526 -1.187
```

- Net charge: -2
- HOMO: -0.213 eV
- LUMO: 4.3 eV
- Gap between HOMO and LUMO: 4.6 eV

=====

# 4
C18H13NO5 | ωB97M-V with the def2-TZVPD basis set

Geometry as XYZ:
```
37
Properties=species:S:1:pos:R:3
O -6.130 -2.359 0.786
O 6.245 -0.423 1.826
O -6.856 -1.385 -1.121
O 6.388 0.507 -0.202
O 3.902 -0.753 3.103
C -5.908 -1.632 -0.190
C 5.688 0.119 0.891
C -0.097 0.063 0.492
C -0.700 0.719 -0.543
C -4.372 -0.041 -1.404
C -3.135 0.558 -1.537
C 2.023 -0.260 1.851
C -3.565 -1.204 0.588
C 3.546 0.759 -0.218
C 3.394 -0.210 1.965
C -4.602 -0.952 -0.330
C 4.198 0.225 0.891
C -2.115 0.283 -0.613
C 1.358 0.221 0.693
C -2.316 -0.589 0.486
C 2.162 0.814 -0.334
N -1.076 -0.694 1.114
C 0.008 1.688 -1.424
C 1.492 1.301 -1.608
H -7.589 -1.924 -0.787
H 7.295 0.201 -0.064
H 4.891 -0.685 3.091
H -5.118 0.135 -2.161
H -2.935 1.248 -2.369
H 1.451 -0.686 2.673
H -3.704 -1.935 1.381
H 4.092 1.175 -1.057
H -0.893 -1.256 1.938
H -0.092 2.704 -1.051
H -0.451 1.658 -2.402
H 1.502 0.473 -2.331
H 2.022 2.139 -2.026
```

- SMILES string: O=C(O)c1ccc2c3c([nH]c2c1)-c1cc(O)c(C(=O)O)cc1CC3
- Energy relative to the best compared isomer or geometry (same formula, charge and spin): 0.000 eV
- HOMO: -7.955 eV
- LUMO: -0.4 eV
- Gap between HOMO and LUMO: 7.5 eV